Record 1
Formula: C31H17Cl5N4O5Ti
Source: the OMol25 dataset
Level of theory: ωB97M-V with the def2-TZVPD basis set

Results
Kohn-Sham gap (spin up / spin down): 3.694 / 6.030 eV
strongest force on any atom: 0.03138 Eh/bohr
total charge: -2
2S+1: 3

Cartesian coordinates (Å):
Ti (0.0617, -0.4733, -0.0486)
Cl (-3.6889, 1.8875, -5.4628)
Cl (-0.4757, 4.8379, 4.8889)
Cl (-2.2660, -2.3253, -2.3882)
Cl (0.3722, -0.4664, 4.5997)
Cl (1.0740, 1.7484, -2.9287)
O (-0.0546, 1.3700, -0.4099)
O (0.0800, -0.0672, 1.7558)
O (0.1017, -0.7680, -1.9273)
O (3.6557, -1.5265, -1.6074)
O (-2.2508, -3.6765, 1.1304)
N (-2.0289, -0.3274, -0.0702)
N (-0.4811, -2.3120, 0.4459)
N (1.8845, -1.3679, -0.1191)
N (2.5325, 1.1801, 0.3640)
C (2.9359, -3.5477, 0.3064)
C (-0.3976, 3.4709, 2.5730)
C (2.8648, 2.4329, 0.6130)
C (-3.9804, -1.4675, 0.8131)
C (-0.2776, 3.3917, 3.9375)
C (-0.7156, -0.1991, -2.7343)
C (4.4002, 2.5298, -1.2144)
C (-4.7865, -0.3821, 0.5551)
C (-2.5405, 1.0831, -4.4450)
C (0.1002, 1.0490, 3.8207)
C (1.8261, -2.7058, 0.2163)
C (-0.2338, 2.3093, 1.7768)
C (-0.2690, 2.3598, 0.3805)
C (2.8932, -0.8850, -0.8648)
C (-2.8532, 0.6849, -0.4022)
C (-1.7646, -2.5974, 0.7434)
C (-1.3380, 1.7081, -4.1612)
C (2.8167, -4.8145, 0.8514)
C (-0.4454, 1.0544, -3.3326)
C (-1.9497, -0.7908, -3.1055)
C (1.5853, -5.2805, 1.2795)
C (-0.0216, 2.1969, 4.5978)
C (3.1307, 0.5709, -0.6702)
C (0.4568, -4.4931, 1.1363)
C (-4.1921, 0.7144, -0.1101)
C (-2.8598, -0.1672, -3.9384)
C (-0.0006, 1.0343, 2.4223)
C (3.7723, 3.1637, -0.1425)
C (0.5560, -3.2007, 0.6181)
C (4.0899, 1.2135, -1.4648)
C (-2.6242, -1.4268, 0.5061)
H (3.9856, 4.1950, 0.1032)
H (-5.8351, -0.3686, 0.8189)
H (3.6960, -5.4369, 0.9526)
H (-3.8041, -0.6388, -4.1618)
H (2.3865, 2.8775, 1.4791)
H (-4.3579, -2.3773, 1.2547)
H (3.8962, -3.1941, -0.0379)
H (4.5603, 0.6479, -2.2572)
H (-0.4830, 3.3316, -0.0945)
H (5.1234, 3.0638, -1.8211)
H (-0.5164, -4.8643, 1.4187)
H (-0.6061, 4.4143, 2.0900)
H (1.4994, -6.2677, 1.7194)
H (0.0540, 2.1446, 5.6711)
H (-4.7939, 1.5608, -0.4077)
H (-1.0962, 2.6784, -4.5643)
H (-2.4031, 1.5112, -0.9471)

Results of the natural (NBO) charge analysis, in e, for atoms 1 through 5: Ti 1.74; Cl -0.05; Cl -0.07; Cl 0.05; Cl -0.01


Record 2
Formula: C31H18Cl3FeN5O6Se
Source: the OMol25 dataset
Level of theory: ωB97M-V with the def2-TZVPD basis set

Results
Kohn-Sham gap (spin up / spin down): 6.418 / 5.998 eV
strongest force on any atom: 0.00835 Eh/bohr
total charge: -2
2S+1: 5

Cartesian coordinates (Å):
Se (1.0902, -2.9154, 2.2862)
Fe (0.0126, -1.5857, -0.6836)
Cl (-2.8681, -3.0359, -7.2693)
Cl (-4.8062, -2.7819, -1.9998)
Cl (-6.1745, 0.5002, 2.0506)
O (0.4146, -2.7164, -2.4261)
O (0.0538, -2.0633, 3.2182)
O (1.1478, -2.1109, 0.8027)
O (2.6115, -2.7489, 2.8708)
O (-1.9927, -2.0700, -1.2007)
O (0.6426, -4.4522, 2.0588)
N (-1.2642, -0.3316, 0.6695)
N (1.6159, 0.2593, -0.4772)
N (5.1938, 4.5001, 4.2463)
N (-0.2112, -0.0069, -2.3606)
N (1.6370, 1.3358, 3.8086)
C (-0.9630, -1.5853, -4.0210)
C (3.5961, -0.0397, 4.0121)
C (-1.9168, -2.9095, -5.7986)
C (-1.7177, -1.6970, -5.2040)
C (4.4051, 1.0702, 4.1157)
C (2.4181, 2.4035, 3.9048)
C (-2.5881, -0.5614, 0.5189)
C (1.1598, 1.4094, -1.0277)
C (-1.7355, 1.0271, 2.5659)
C (-0.8519, 0.4089, 1.6648)
C (2.5668, 0.3076, 0.4150)
C (2.2181, 0.1346, 3.8703)
C (-4.9148, -0.2385, 1.0756)
C (1.6516, 2.6730, -0.6428)
C (4.5726, 3.5346, 4.1650)
C (-0.3420, -2.7499, -3.4348)
C (-3.5551, 0.0404, 1.3472)
C (2.6998, 2.6954, 0.3098)
C (-2.9223, -1.5084, -0.5379)
C (3.1669, 1.5198, 0.8265)
C (-0.5888, -3.9924, -4.1146)
C (3.7991, 2.3306, 4.0654)
C (0.1256, 1.3049, -2.0126)
C (1.0806, 3.8406, -1.2033)
C (-3.0792, 0.8594, 2.3970)
C (-1.3520, -4.0710, -5.2433)
C (-5.2655, -1.0831, 0.0610)
C (-4.2944, -1.7052, -0.7298)
C (0.0574, 3.7268, -2.1043)
C (-0.7498, -0.2694, -3.4987)
C (-0.4211, 2.4644, -2.5122)
H (0.2163, 0.5177, 1.7917)
H (-0.1596, -4.8810, -3.6704)
H (-1.5331, -5.0277, -5.7182)
H (-1.3268, 1.6044, 3.3835)
H (-6.3100, -1.2882, -0.1340)
H (3.9704, -1.0551, 3.9941)
H (-0.4009, 4.6174, -2.5175)
H (3.1091, 3.6497, 0.6249)
H (2.8418, -0.6437, 0.8640)
H (1.6115, -0.7652, 3.7820)
H (-1.2404, 2.4163, -3.2182)
H (-2.1524, -0.8035, -5.6390)
H (-1.0239, 0.5486, -4.1773)
H (5.4794, 0.9886, 4.2228)
H (1.4531, 4.8105, -0.8948)
H (1.9371, 3.3760, 3.8454)
H (3.9555, 1.4968, 1.5668)
H (-3.7894, 1.3217, 3.0705)

Results of the natural (NBO) charge analysis, in e, for atoms 1 through 5: Se 2.79; Fe 1.58; Cl -0.08; Cl -0.03; Cl -0.07